The following is a quantum chemistry calculation of the ion C3H4NS with charge +1 in a non-equilibrium geometry, from the Open Molecules 2025 dataset.

Bonds (Å) are listed after each position.
CARTESIAN COORDINATES (ANGSTROEM)
1 C -0.342 0.957 -1.190  N4 1.223, S5 2.260, H6 1.041
2 C -1.438 2.194 1.415  S5 1.531, H7 1.079
3 C 0.774 -1.070 -0.347  N4 1.252, H8 1.155, H9 0.973
4 N 0.179 -0.105 -0.879  C1 1.223, C3 1.252
5 S -0.401 2.598 0.364  C1 2.260, C2 1.531
6 H -0.790 1.397 -2.020  C1 1.041
7 H -2.324 1.828 1.911  C2 1.079
8 H 1.861 -1.405 -0.545  C3 1.155
9 H 0.326 -1.723 0.218  C3 0.973

Summary:
DFT total energy = -569.19200 Ha
F_max = 5.6 eV/A
total charge = +1
orbital gap (spin up / spin down) = 7.6 / 7.6 eV
energy relative to the best compared isomer or geometry (same formula, charge and spin) = 4.232 eV

Here are the Löwdin charges for atoms 1 to 8, given in e:
1. C -0.07
2. C -0.31
3. C 0.11
4. N -0.01
5. S 0.98
6. H 0.07
7. H 0.03
8. H 0.16

---

The following is a quantum chemistry calculation of a cluster of 3 separate species, C2H12N2O2 in total in a non-equilibrium geometry, from the Open Molecules 2025 dataset.

Bonds (Å) are listed after each position.
CARTESIAN COORDINATES (ANGSTROEM)
1 C -1.020 -1.655 -1.489  N2 1.431, H5 1.097, H6 1.105, H7 1.092
2 N -1.000 -1.028 -0.202  C1 1.431, C3 1.474, H8 0.989
3 C 0.340 -0.601 0.239  N2 1.474, N4 1.433, H9 1.094, H10 1.099
4 N 0.326 0.631 0.971  C3 1.433, H11 0.992, H12 1.002
5 H -0.499 -1.149 -2.311  C1 1.097
6 H -0.545 -2.653 -1.490  C1 1.105
7 H -2.066 -1.868 -1.719  C1 1.092
8 H -1.691 -0.381 0.086  N2 0.989
9 H 0.956 -0.529 -0.662  C3 1.094
10 H 0.736 -1.461 0.798  C3 1.099
11 H -0.521 0.799 1.459  N4 0.992
12 H 1.163 1.174 1.068  N4 1.002
13 H 1.102 -3.765 0.170  O15 0.975
14 H 0.109 -4.109 1.221  O15 0.985
15 O 1.060 -4.258 1.009  H13 0.975, H14 0.985
16 H 0.775 7.169 0.992  O18 0.955
17 H -0.066 6.708 -0.199  O18 0.979
18 O 0.840 6.976 0.059  H16 0.955, H17 0.979

Summary:
DFT total energy = -343.29199 Ha
F_max = 1.9 eV/A
total charge = -1
orbital gap (spin up / spin down) = 1.9 / 8.9 eV
2S+1 = 2
energy relative to the best compared isomer or geometry (same formula, charge and spin) = 1.424 eV

Here are the Löwdin charges for atoms 1 to 8, given in e:
1. C -0.24
2. N -0.14
3. C -0.44
4. N -0.04
5. H 0.06
6. H 0.05
7. H 0.07
8. H 0.07

---

The following is a quantum chemistry calculation of the molecule C3H4N2OS2 in a non-equilibrium geometry, from the Open Molecules 2025 dataset.

Bonds (Å) are listed after each position.
CARTESIAN COORDINATES (ANGSTROEM)
1 C -0.486 -0.122 0.593  C2 1.367, N4 1.384, H9 1.118
2 C 0.075 -1.271 1.076  C1 1.367, O6 1.358, S8 1.691
3 C 0.947 0.139 -1.284  N4 1.281, S7 1.570
4 N 0.092 0.591 -0.443  C1 1.384, C3 1.281, N5 1.455
5 N -0.654 1.791 -0.787  N4 1.455, H10 0.990, H11 1.056
6 O -0.379 -1.773 2.253  C2 1.358, H12 0.913
7 S 1.836 0.455 -2.539  C3 1.570
8 S 1.332 -1.973 0.188  C2 1.691
9 H -1.051 0.577 1.257  C1 1.118
10 H -1.342 1.594 -1.471  N5 0.990
11 H -0.217 2.636 -1.245  N5 1.056
12 H -0.152 -2.644 2.401  O6 0.913

Summary:
DFT total energy = -1097.71147 Ha
F_max = 3.6 eV/A
total charge = 0
orbital gap = 6.5 eV
energy relative to the best compared isomer or geometry (same formula, charge and spin) = 3.893 eV

Here are the Löwdin charges for atoms 1 to 8, given in e:
1. C -0.16
2. C -0.82
3. C -0.77
4. N -0.24
5. N 0.09
6. O 0.02
7. S 0.74
8. S 0.75

---

The following is a quantum chemistry calculation of a cluster of 2 separate species, C3H9NO2 in total in a non-equilibrium geometry, from the Open Molecules 2025 dataset.

Bonds (Å) are listed after each position.
CARTESIAN COORDINATES (ANGSTROEM)
1 C -0.283 -1.319 0.863  C2 1.522, H6 1.088, H7 1.087, H8 1.102
2 C -1.311 -1.010 -0.216  C1 1.522, N3 1.356, O5 1.219
3 N -1.294 0.227 -0.774  C2 1.356, C4 1.478, H9 1.008
4 C -0.151 1.077 -1.169  N3 1.478, H10 1.087, H11 1.100, H12 1.075
5 O -2.312 -1.700 -0.307  C2 1.219
6 H -0.527 -2.309 1.244  C1 1.088
7 H -0.091 -0.569 1.626  C1 1.087
8 H 0.726 -1.467 0.446  C1 1.102
9 H -2.188 0.540 -1.118  N3 1.008
10 H -0.515 1.834 -1.859  C4 1.087
11 H 0.112 1.721 -0.317  C4 1.100
12 H 0.621 0.387 -1.454  C4 1.075
13 H 2.103 1.524 1.047  O15 0.961
14 H 2.455 0.219 1.343  O15 0.960
15 O 2.654 0.846 0.644  H13 0.961, H14 0.960

Summary:
DFT total energy = -324.92335 Ha
F_max = 2.3 eV/A
total charge = 0
structure (SMILES) = CNC(C)=O.O
orbital gap = 10.0 eV
energy relative to the best compared isomer or geometry (same formula, charge and spin) = 1.341 eV

Here are the Löwdin charges for atoms 1 to 8, given in e:
1. C -0.01
2. C -0.55
3. N -0.01
4. C -0.06
5. O 0.04
6. H 0.08
7. H 0.08
8. H 0.07

---

The following is a quantum chemistry calculation of a cluster of 2 separate species, C5H16N5 in total in a non-equilibrium geometry, from the Open Molecules 2025 dataset.

Bonds (Å) are listed after each position.
CARTESIAN COORDINATES (ANGSTROEM)
1 C -1.651 0.715 -0.290  C3 1.547, H11 1.114, H12 1.082, H13 1.166
2 C 1.068 1.246 2.583  C4 1.556, H14 1.135, H15 1.155, H16 1.072
3 C -0.385 1.580 -0.081  C1 1.547, N10 1.414, H17 1.127, H18 1.162
4 C 1.706 1.462 1.181  C2 1.556, N10 1.496, H19 1.124, H20 1.147
5 C 1.158 -0.136 -0.652  N8 1.337, N10 1.321, H21 1.071
6 N -0.733 -2.253 -1.100  N7 1.262, H26 1.049
7 N -1.770 -2.885 -1.445  N6 1.262, N9 1.307
8 N 2.261 -0.870 -0.471  C5 1.337, H22 0.999, H23 1.010
9 N -2.575 -2.334 -2.314  N7 1.307, H24 1.053, H25 1.038
10 N 0.820 0.872 0.131  C3 1.414, C4 1.496, C5 1.321
11 H -2.037 0.555 0.742  C1 1.114
12 H -2.243 1.365 -0.922  C1 1.082
13 H -1.499 -0.318 -0.808  C1 1.166
14 H 0.007 1.615 2.751  C2 1.135
15 H 1.160 0.096 2.646  C2 1.155
16 H 1.557 1.712 3.415  C2 1.072
17 H -0.711 2.224 0.785  C3 1.127
18 H -0.126 2.473 -0.778  C3 1.162
19 H 2.717 0.971 1.204  C4 1.124
20 H 1.710 2.564 0.865  C4 1.147
21 H 0.500 -0.478 -1.425  C5 1.071
22 H 2.899 -0.712 0.281  N8 0.999
23 H 2.086 -1.855 -0.612  N8 1.010
24 H -2.040 -1.874 -3.097  N9 1.053
25 H -3.463 -2.871 -2.279  N9 1.038
26 H -0.416 -2.865 -0.309  N6 1.049

Summary:
DFT total energy = -473.54850 Ha
F_max = 3.5 eV/A
total charge = +1
orbital gap = 9.7 eV
energy relative to the best compared isomer or geometry (same formula, charge and spin) = 2.351 eV

Here are the Löwdin charges for atoms 1 to 8, given in e:
1. C -0.06
2. C -0.06
3. C -0.25
4. C -0.15
5. C -0.11
6. N -0.02
7. N -0.19
8. N 0.18

---

The following is a quantum chemistry calculation of a cluster of 2 separate species, C4H12 in total in a non-equilibrium geometry, from the Open Molecules 2025 dataset.

Bonds (Å) are listed after each position.
CARTESIAN COORDINATES (ANGSTROEM)
1 C -1.112 1.039 -1.202  C2 1.522, H3 1.158, H4 1.090, H5 1.083
2 C -2.233 0.114 -1.653  C1 1.522, H6 1.088, H7 1.082, H8 1.096
3 H -0.371 1.132 -2.087  C1 1.158
4 H -1.309 2.086 -0.968  C1 1.090
5 H -0.529 0.446 -0.508  C1 1.083
6 H -3.183 0.583 -1.901  C2 1.088
7 H -2.483 -0.633 -0.910  C2 1.082
8 H -1.882 -0.360 -2.577  C2 1.096
9 C 1.618 -1.201 0.968  C10 1.570, H11 1.001, H12 1.103, H13 1.072
10 C 1.635 0.066 1.897  C9 1.570, H14 1.095, H15 1.089, H16 1.095
11 H 1.018 -1.800 1.500  C9 1.001
12 H 1.185 -0.906 -0.002  C9 1.103
13 H 2.620 -1.582 0.972  C9 1.072
14 H 0.621 0.457 2.022  C10 1.095
15 H 2.427 0.723 1.538  C10 1.089
16 H 1.980 -0.165 2.911  C10 1.095

Summary:
DFT total energy = -159.55372 Ha
F_max = 4.0 eV/A
total charge = 0
structure (SMILES) = CC.CC
orbital gap = 12.5 eV
energy relative to the best compared isomer or geometry (same formula, charge and spin) = 0.850 eV

Here are the Löwdin charges for atoms 1 to 8, given in e:
1. C -0.17
2. C -0.18
3. H 0.09
4. H 0.06
5. H 0.02
6. H 0.06
7. H 0.06
8. H 0.06